1.
C5H14S2 | ωB97M-V/def2-TZVPD

```
! RIJCOSX wB97M-V def2-TZVPD def2/J DEFGRID3
* xyz 0 1
C -1.40 0.05 -1.10
C -1.10 1.02 -0.01
C 0.39 1.38 0.00
C -1.95 2.31 -0.20
H -2.47 -0.21 -1.15
H -1.27 0.57 -2.09
H -0.85 -0.87 -1.16
H -1.34 0.56 0.99
H 0.60 1.93 0.93
H 0.65 1.96 -0.88
H 0.97 0.42 -0.03
H -2.99 2.08 -0.13
H -1.63 3.05 0.57
H -1.79 2.79 -1.16
C 3.08 -2.52 0.70
S 1.51 -2.35 -0.21
S 0.24 -1.85 1.30
H 3.48 -1.55 1.11
H 3.84 -2.91 -0.02
H 2.89 -3.25 1.47
H -0.87 -2.63 1.06
*
```

Values from the calculation:
Energy: -27082.183 eV
SMILES: CC(C)C.CSS
Gap between HOMO and LUMO: 9.048 eV
ΔE to the lowest compared entry with this formula, charge and spin: 53.6 kJ/mol
Lowest unoccupied orbital energy: 0.58 eV
HOMO: -8.5 eV

***

2.
C27H38N5O4Re | ωB97M-V/def2-TZVPD

```
! RIJCOSX wB97M-V def2-TZVPD def2/J DEFGRID3
* xyz 1 2
Re 0.10 0.03 0.49
N -2.10 0.23 0.88
C -2.70 1.40 0.27
C -3.76 1.23 -0.61
C -4.31 2.34 -1.23
C -3.81 3.60 -0.96
C -2.75 3.75 -0.07
C -2.18 2.65 0.56
C -1.02 2.79 1.49
C -0.91 3.94 2.26
C 0.18 4.13 3.11
C 1.15 3.15 3.21
C 1.02 1.98 2.48
C -0.04 1.78 1.59
H -2.57 -0.61 0.54
H -2.23 0.26 1.89
H -4.14 0.24 -0.81
H -5.13 2.21 -1.92
H -4.23 4.47 -1.44
H -2.35 4.74 0.11
H -1.68 4.70 2.23
H 0.25 5.03 3.70
H 1.99 3.28 3.88
H 1.76 1.20 2.60
C 2.64 -0.09 -1.16
O 1.84 -0.35 -0.02
H 2.20 -0.53 -2.05
H 3.63 -0.52 -0.99
H 2.75 0.99 -1.31
C 1.90 0.34 -5.01
C 0.43 0.66 -4.79
N 0.04 0.47 -3.39
C -0.57 -0.82 -3.09
C -2.05 -0.80 -3.47
C 0.11 1.46 -2.50
C 0.41 2.85 -3.01
N -0.05 1.32 -1.20
H 2.15 0.43 -6.07
H 2.13 -0.68 -4.70
H 2.55 1.01 -4.45
H -0.19 -0.01 -5.38
H 0.20 1.67 -5.12
H -0.46 -1.05 -2.03
H -0.03 -1.58 -3.65
H -2.57 -0.04 -2.88
H -2.50 -1.77 -3.28
H -2.18 -0.56 -4.53
H -0.40 3.18 -3.67
H 1.34 2.87 -3.58
H 0.49 3.54 -2.19
H -0.04 2.24 -0.78
C -2.11 -3.10 3.74
C -0.63 -3.45 3.83
C 0.08 -3.53 2.46
C 1.58 -3.86 2.65
C 2.36 -3.91 1.34
C -0.57 -4.64 1.64
O -0.57 -5.78 2.02
N -1.16 -4.28 0.44
C -1.26 -3.02 -0.11
O -1.88 -2.82 -1.13
N -0.58 -2.01 0.57
C -0.03 -2.21 1.76
O 0.43 -1.14 2.26
H -2.55 -3.05 4.73
H -2.66 -3.85 3.17
H -2.26 -2.13 3.26
H -0.49 -4.42 4.31
H -0.10 -2.70 4.43
H 1.62 -4.82 3.16
H 2.00 -3.10 3.31
H 1.96 -4.68 0.67
H 3.40 -4.16 1.53
H 2.34 -2.95 0.82
H -1.63 -5.02 -0.07
*
```

Values from the calculation:
Energy: -46383.965 eV
Gap between HOMO and LUMO (spin up / spin down): 7.618 / 7.597 eV
ΔE to the lowest compared entry with this formula, charge and spin: 0.0 kJ/mol
Expectation value of S²: 0.75
Lowest unoccupied orbital energy (spin up / spin down): -3.35 / -3.26 eV
HOMO (spin up / spin down): -11.0 / -10.9 eV

***

3.
C39H45DyN5O | ωB97M-V/def2-TZVPD

```
! RIJCOSX wB97M-V def2-TZVPD def2/J DEFGRID3
* xyz -1 6
Dy 0.27 -0.31 -0.40
N 1.51 -3.99 2.51
N -0.21 -1.89 -2.60
C 1.19 2.39 -1.19
C 2.23 1.49 -0.77
C 2.20 1.45 0.67
C 3.03 0.57 1.53
H 4.02 0.40 1.07
H 2.52 -0.46 1.71
H 3.16 1.01 2.54
C 1.14 2.30 1.11
C 0.79 2.62 2.51
H 1.63 2.46 3.19
H -0.04 2.00 2.85
H 0.47 3.66 2.62
C 0.52 2.85 -0.03
C -0.61 3.82 0.05
H -1.43 3.39 0.63
H -0.99 4.06 -0.95
H -0.33 4.77 0.54
C 3.24 0.84 -1.63
H 4.21 1.38 -1.61
H 2.92 0.79 -2.68
H 3.45 -0.19 -1.30
C 1.03 2.92 -2.56
H 0.00 3.26 -2.74
H 1.24 2.14 -3.31
H 1.70 3.77 -2.80
C 0.50 -4.52 3.14
H 0.77 -4.87 4.11
C -0.78 -4.61 2.61
H -1.52 -5.12 3.18
C -1.01 -4.01 1.37
H -1.95 -4.22 0.88
C -0.06 -3.12 0.85
H -0.10 -2.87 -0.24
C 1.14 -2.95 1.67
C 2.27 -2.19 1.73
H 2.50 -1.95 0.63
C -0.44 -0.72 -3.15
C 0.65 -2.56 -3.45
H 1.29 -3.30 -3.17
C 0.51 -2.01 -4.70
H 0.75 -2.38 -5.66
N -0.25 -0.84 -4.49
C -0.31 0.34 -5.21
C 0.84 0.72 -5.92
C 0.69 1.91 -6.63
H 1.45 2.19 -7.34
C -0.45 2.69 -6.43
C -0.66 3.89 -7.29
H -1.21 4.66 -6.74
H -1.24 3.61 -8.19
H 0.32 4.27 -7.62
C -1.44 2.38 -5.48
H -2.30 3.03 -5.32
C -1.34 1.20 -4.76
C -2.25 0.87 -3.63
H -2.33 -0.20 -3.38
H -3.27 1.20 -3.87
H -2.01 1.40 -2.69
C 2.13 -0.03 -5.84
H 2.05 -1.08 -6.12
H 2.61 0.01 -4.85
H 2.84 0.41 -6.55
C -2.70 -0.85 5.91
N -2.60 -0.87 4.46
N -1.40 -0.76 3.79
C -1.67 -0.50 2.45
O -0.78 -0.27 1.51
C -3.07 -0.48 2.34
C -3.61 -0.68 3.60
C -5.02 -0.71 4.05
C -0.23 -1.24 4.47
C -0.30 -2.35 5.32
C 0.79 -2.69 6.12
C 1.99 -1.99 5.99
C 2.10 -0.96 5.05
C 0.96 -0.53 4.35
H -1.89 -0.27 6.38
H -2.71 -1.86 6.35
H -3.65 -0.38 6.19
H -3.59 -0.33 1.42
H -5.26 -1.61 4.64
H -5.30 0.17 4.65
H -5.68 -0.72 3.17
H -1.21 -2.96 5.35
H 0.70 -3.51 6.85
H 2.86 -2.26 6.60
H 3.06 -0.47 4.86
H 0.97 0.34 3.70
*
```

Values from the calculation:
Energy: -74747.358 eV
Gap between HOMO and LUMO (spin up / spin down): 4.864 / 4.857 eV
ΔE to the lowest compared entry with this formula, charge and spin: 91.5 kJ/mol
Expectation value of S²: 9.74
Lowest unoccupied orbital energy (spin up / spin down): 1.90 / 1.91 eV
HOMO (spin up / spin down): -3.0 / -3.0 eV

***

- What is the ΔE to the lowest compared entry with this formula, charge and spin in the third record?
  91.5 kJ/mol